Record 1
This record from OMol25 describes an isolated molecule of C4H10N4. The level of theory is ωB97M-V/def2-TZVPD.

The geometry in XYZ format:
```
18
Properties=species:S:1:pos:R:3:forces:R:3
C 1.75938 -0.78278 0.45525 0.23 -0.26 -0.23
C -0.45884 0.36696 0.17234 -1.02 -3.20 1.13
C 0.78360 0.33387 0.66562 -0.04 0.35 0.02
N -1.40305 1.33640 0.40469 -0.03 0.41 -0.01
N 1.29965 1.42572 1.41712 -0.17 -0.12 -0.44
N -1.14358 -1.16893 -0.33558 1.28 2.32 0.89
C -1.14956 -0.73397 -2.04562 0.91 1.98 -1.18
N -0.73908 0.37967 -2.23022 -0.69 -1.33 -0.64
H -1.52280 2.00186 -0.34735 -0.17 -0.32 -0.24
H -2.27836 1.04160 0.81635 0.21 0.09 -0.02
H 2.19558 1.74256 1.05695 -0.14 -0.11 0.11
H 0.65721 2.20988 1.44926 -0.01 -0.18 -0.01
H -0.56432 -1.98076 -0.12730 0.07 0.23 0.21
H -2.07492 -1.32485 0.05071 0.20 0.23 0.20
H -1.46370 -1.60974 -2.59351 -0.21 -0.23 0.16
H 1.53318 -1.65909 1.06801 -0.07 0.06 0.00
H 1.78756 -1.08794 -0.59234 -0.12 -0.04 0.00
H 2.78204 -0.49047 0.71562 -0.25 0.13 0.04
```
Forces are in eV/Å.

Properties
Lowest unoccupied orbital energy = 0.8 eV
2S+1 = 1
E_HOMO = -7.43 eV
Relative energy (zero: lowest compared OMol25 entry of this formula, charge and spin) = 86.8 kcal per mole
Frontier orbital gap = 0.3028 Ha

Record 2
This record from OMol25 describes the ion C4H6BrN2O with charge +1. The level of theory is ωB97M-V/def2-TZVPD.

The geometry in XYZ format:
```
14
Properties=species:S:1:pos:R:3:forces:R:3
O 0.85580 -2.06931 0.04005 2.45 3.16 0.67
C 0.45661 -0.97582 0.66689 -0.41 -0.70 0.31
N 1.22279 0.05896 0.93976 4.06 -3.42 -1.83
C 0.87976 1.41358 0.92887 -2.35 1.94 -0.04
N 0.01624 1.70566 0.04814 0.84 2.12 2.04
C -0.47740 1.01048 -0.96872 -0.87 -1.00 -2.04
C -1.40747 0.01229 -1.06728 -0.37 0.84 0.41
Br -2.85819 -0.54871 0.07964 1.08 0.40 0.11
H 0.11127 -2.61488 0.00516 -1.87 -2.04 -0.24
H -0.47279 -1.12000 1.16227 -0.99 0.72 0.29
H 2.15609 -0.14559 0.44092 -1.07 0.69 1.29
H 1.27961 2.19970 1.67547 -0.45 -1.78 -1.27
H -0.07094 1.45566 -1.93097 -0.45 -1.06 0.87
H -1.69138 -0.38202 -2.02018 0.41 0.15 -0.58
```
Forces are in eV/Å.

Properties
Net charge = +1
Lowest unoccupied orbital energy = -4.8 eV
SMILES = O/C=[NH+]/C=N\C=C/Br
2S+1 = 1
E_HOMO = -13.40 eV
Relative energy (zero: lowest compared OMol25 entry of this formula, charge and spin) = 45.1 kcal per mole
Frontier orbital gap = 0.3161 Ha